Entry 1:
DFT (wB97M-V/def2-TZVPD) results for a structure of composition C12H23Br3InO5P2S.

Each line ends with the Mulliken charge.
CARTESIAN COORDINATES (ANGSTROEM)
In (5.695, -1.859, 2.259)  0.73
Br (-1.828, -4.669, 1.279)  -0.10
Br (-5.139, -0.214, -1.437)  0.16
Br (-2.438, 3.188, -2.343)  0.11
S (-3.825, -1.805, 1.265)  1.33
P (-0.973, -2.649, 1.270)  0.42
P (-3.190, 1.211, -1.853)  0.79
O (-4.630, -2.704, 0.548)  -0.54
O (-2.390, 0.160, -2.674)  -0.40
O (-4.501, -0.325, 1.382)  -0.42
O (-3.519, -2.197, 2.570)  -0.55
O (0.214, -2.720, 0.172)  -0.38
C (-2.263, -1.541, 0.420)  -0.97
C (-4.395, 0.475, 0.279)  -0.31
C (0.418, 0.628, 1.329)  0.01
C (0.696, 1.927, 0.591)  -0.26
C (2.314, 1.520, -1.372)  -0.92
C (2.818, 0.085, -1.522)  -0.11
C (2.140, 2.021, 0.065)  -0.63
C (4.207, -1.105, 0.276)  -0.64
C (-1.830, -0.079, 0.322)  -0.01
C (-1.088, 0.453, 1.578)  -1.69
C (4.234, -0.124, -0.892)  -0.69
C (-2.990, 0.885, -0.073)  -0.53
H (2.474, 3.042, 0.180)  0.38
H (0.022, 1.953, -0.269)  -0.25
H (3.018, 2.143, -1.910)  0.37
H (-1.451, 1.442, 1.839)  0.65
H (0.432, 2.783, 1.200)  0.44
H (1.368, 1.660, -1.891)  0.42
H (-2.682, 0.103, -3.612)  0.42
H (-1.278, -0.186, 2.436)  0.54
H (3.631, -0.648, 1.083)  0.16
H (0.790, -0.155, 0.674)  -0.08
H (-0.015, -2.253, -0.651)  0.32
H (3.735, -2.034, -0.018)  0.54
H (-4.976, 1.358, 0.496)  0.76
H (5.238, -1.281, 0.633)  0.05
H (2.961, -0.080, -2.581)  0.44
H (-1.096, -0.044, -0.477)  0.63
H (-2.412, -1.908, -0.597)  0.68
H (4.544, 0.855, -0.556)  0.37
H (2.782, 1.419, 0.704)  0.20
H (-2.808, 1.836, 0.411)  0.83
H (4.901, -0.487, -1.658)  0.46
H (2.126, -0.660, -1.137)  -0.17
H (0.958, 0.580, 2.264)  0.44

Cartesian forces (eV/Å) of the 3 atoms listed first:
In 1.2 -1.2 3.0
Br -0.1 0.3 -0.5
Br -0.4 0.3 -1.1

total charge: +3
ΔE to the lowest compared entry with this formula, charge and spin: 0.0 kcal per mole
Kohn-Sham gap: 0.10129 Ha
2S+1: 1

---

Entry 2:
DFT (wB97M-V/def2-TZVPD) results for a structure of composition C6H8N2O2.

Each line ends with the Mulliken charge.
CARTESIAN COORDINATES (ANGSTROEM)
O (-0.921, -1.149, -0.180)  -0.55
O (3.039, 0.563, -0.012)  -0.54
N (0.254, -0.674, 1.688)  -0.65
N (1.052, 3.243, -0.280)  -0.50
C (1.028, 2.119, 0.627)  -0.68
C (-0.129, -0.253, 0.553)  0.36
C (0.474, 0.867, -0.177)  0.62
C (1.448, 2.295, -1.351)  -0.25
C (0.220, 1.378, -1.588)  -1.01
C (1.920, 1.298, -0.220)  0.28
H (2.038, 2.684, -2.186)  0.45
H (-0.992, -0.851, -1.095)  0.32
H (0.909, 2.167, 1.709)  0.46
H (3.776, 1.142, 0.208)  0.35
H (0.148, 3.688, -0.439)  0.27
H (0.440, 0.610, -2.341)  0.50
H (-0.733, 1.879, -1.813)  0.28
H (-0.189, -1.629, 1.806)  0.30

Cartesian forces (eV/Å) of the 3 atoms listed first:
O 0.1 1.2 -0.1
O 0.1 -0.2 -0.1
N -0.9 -0.3 0.0

ΔE to the lowest compared entry with this formula, charge and spin: 87.4 kcal per mole
Kohn-Sham gap: 0.35515 Ha
2S+1: 1

---

Entry 3:
DFT (wB97M-V/def2-TZVPD) results for a cluster of 3 separate species, C2HClF3NO in total.

Each line ends with the Mulliken charge.
CARTESIAN COORDINATES (ANGSTROEM)
Cl (-2.004, -0.468, -0.031)  0.02
F (-1.287, 1.577, -0.257)  -0.25
F (-0.127, -2.088, 0.948)  -0.21
F (-0.144, -1.643, -1.261)  -0.18
O (0.706, 2.401, -0.664)  -0.62
N (0.958, 1.469, -0.080)  0.53
C (-0.591, -1.281, -0.064)  0.49
C (1.031, 0.403, 0.414)  -0.20
H (1.459, -0.371, 0.996)  0.42

Cartesian forces (eV/Å) of the 3 atoms listed first:
Cl -2.7 -0.9 0.6
F -0.7 0.8 -0.2
F -1.4 0.6 -1.5

Kohn-Sham gap (alpha / beta): 0.32311 / 0.25105 Ha
<S²>: 2.0185
2S+1: 3

---

Entry 4:
DFT (wB97M-V/def2-TZVPD) results for a cluster of 3 separate species, C24H53N2O11P in total.

Each line ends with the Mulliken charge.
CARTESIAN COORDINATES (ANGSTROEM)
P (-1.903, 1.666, 0.474)  0.15
O (0.631, 0.489, -3.135)  -0.13
O (3.811, -0.898, -0.195)  -0.27
O (-7.399, 3.332, -2.991)  -0.33
O (8.326, -2.222, 5.069)  -0.36
O (-9.235, 2.013, -2.917)  -0.57
O (6.769, -3.260, 3.996)  -0.34
O (6.173, -1.656, 5.466)  -0.56
O (1.777, 1.605, -0.345)  -0.61
O (-7.708, 2.086, -1.258)  -0.23
O (0.071, 0.034, -0.583)  -0.05
O (1.456, -5.418, -0.943)  -0.60
N (-0.389, 2.262, -0.106)  -0.42
N (-0.676, -2.552, -0.238)  0.01
C (-0.262, -3.949, -0.197)  -1.19
C (5.382, -3.482, 3.727)  -0.54
C (5.689, -0.293, 1.188)  -1.07
C (-0.443, -1.733, 0.947)  -0.88
C (0.333, 1.613, -2.353)  -1.41
C (0.477, 1.344, -0.832)  0.62
C (0.352, 0.710, -4.499)  -0.89
C (5.218, -0.729, -0.192)  -0.37
C (-3.691, 3.151, 2.069)  -1.11
C (3.122, -0.306, -1.284)  -0.52
C (-8.504, 1.152, -0.521)  -0.76
C (-0.026, -4.517, -2.677)  -1.44
C (-8.912, 4.897, -4.110)  -1.09
C (8.589, -1.790, 7.463)  -1.09
C (7.008, -2.316, 4.904)  0.80
C (-7.829, 3.852, -4.263)  -0.22
C (2.918, 1.201, -1.094)  -0.27
C (-2.532, 3.292, 1.064)  -0.69
C (-8.216, 2.438, -2.439)  0.73
C (-4.322, 0.909, -0.658)  -1.37
C (0.449, -0.528, 0.674)  -0.30
C (8.754, -1.264, 6.055)  -0.19
C (0.696, -4.267, -1.346)  1.54
C (-2.933, 1.453, -1.044)  -0.31
H (0.864, -0.067, -5.067)  0.24
H (2.957, 1.721, -2.058)  0.11
H (0.343, -3.868, -3.473)  0.30
H (4.884, -3.914, 4.593)  0.31
H (-6.926, 4.284, -4.690)  0.29
H (-3.645, 2.194, 2.592)  0.32
H (4.998, -0.699, 1.929)  0.14
H (-8.576, 5.699, -3.452)  0.29
H (-2.832, 3.938, 0.232)  0.36
H (-3.656, 3.945, 2.817)  0.36
H (-4.244, 0.229, 0.198)  0.36
H (2.172, -0.824, -1.362)  -0.11
H (0.050, -2.339, 1.714)  0.43
H (-0.695, 1.948, -2.535)  0.60
H (5.683, -1.683, -0.470)  0.37
H (6.697, -0.650, 1.403)  0.39
H (-3.049, 2.399, -1.585)  0.51
H (9.001, -1.072, 8.173)  0.35
H (3.760, 1.573, -0.505)  0.53
H (-1.641, -2.478, -0.513)  0.25
H (-4.783, 0.363, -1.481)  0.42
H (-4.984, 1.722, -0.355)  0.24
H (-9.819, 4.459, -3.697)  0.31
H (5.669, 0.793, 1.296)  0.33
H (-8.721, 0.273, -1.124)  0.34
H (0.714, 1.690, -4.837)  0.34
H (5.504, 0.009, -0.952)  0.35
H (2.306, -5.395, -1.392)  0.34
H (-9.436, 1.616, -0.204)  0.33
H (0.243, -4.191, 0.742)  0.25
H (-0.436, 3.147, -0.599)  0.44
H (-8.155, 3.026, -4.894)  0.32
H (-1.133, -4.613, -0.269)  0.40
H (3.672, -0.470, -2.220)  0.53
H (9.803, -1.095, 5.821)  0.29
H (0.122, -5.557, -2.973)  0.40
H (-1.101, -4.342, -2.591)  0.31
H (0.301, 0.214, 1.468)  0.35
H (-4.662, 3.221, 1.575)  0.24
H (-0.725, 0.646, -4.696)  0.29
H (1.370, -3.414, -1.464)  -0.46
H (-7.905, 0.881, 0.343)  0.22
H (7.538, -1.944, 7.700)  0.32
H (-9.149, 5.324, -5.085)  0.36
H (8.208, -0.333, 5.908)  0.31
H (9.119, -2.736, 7.581)  0.29
H (-2.408, 0.741, -1.686)  0.21
H (-1.392, -1.359, 1.341)  0.21
H (-1.669, 3.764, 1.541)  0.49
H (0.996, 2.447, -2.627)  0.55
H (5.349, -4.181, 2.896)  0.22
H (4.889, -2.553, 3.450)  0.21
H (1.505, -0.807, 0.663)  0.16

Cartesian forces (eV/Å) of the 3 atoms listed first:
P 0.0 0.2 -0.2
O 0.3 0.0 0.1
O -0.2 0.0 0.1

Kohn-Sham gap: 0.32439 Ha
2S+1: 1
SMILES string: CCOCCO[C@](COC)(NP(CC)CC)OCCNC[C@H](C)O.CCOC(=O)OC.CCOC(=O)OC

---

Entry 5:
DFT (wB97M-V/def2-TZVPD) results for the molecule C5H7NO.

Each line ends with the Mulliken charge.
CARTESIAN COORDINATES (ANGSTROEM)
O (-2.500, -0.024, -0.211)  -0.52
N (2.058, 0.009, -0.268)  -0.50
C (0.833, -0.703, -0.501)  -0.10
C (0.827, 0.665, 0.230)  0.06
C (-1.328, 0.030, -0.001)  0.47
C (-0.489, -1.288, 0.150)  -0.69
C (-0.434, 1.343, -0.120)  -0.58
H (-0.552, 1.764, -1.136)  0.27
H (2.549, -0.216, 0.611)  0.29
H (-0.749, 2.131, 0.574)  0.30
H (0.472, -0.390, -1.501)  0.27
H (-0.349, -1.593, 1.190)  0.27
H (-0.960, -2.126, -0.354)  0.31
H (0.622, 0.399, 1.338)  0.16

Cartesian forces (eV/Å) of the 3 atoms listed first:
O -0.5 0.4 0.2
N 0.6 0.9 1.2
C -3.0 1.2 -0.4

ΔE to the lowest compared entry with this formula, charge and spin: 101.5 kcal per mole
Kohn-Sham gap: 0.36734 Ha
2S+1: 1
SMILES string: O=C1C[C@@H]2N[C@H]2C1

---

Entry 6:
DFT (wB97M-V/def2-TZVPD) results for a cluster of 7 separate species, C35H68F9O17P in total.

Each line ends with the Mulliken charge.
CARTESIAN COORDINATES (ANGSTROEM)
P (-1.304, -4.851, 2.991)  1.06
F (1.974, 3.811, -0.491)  -0.31
F (1.694, 1.314, 0.787)  -0.26
F (0.273, 2.639, -1.712)  -0.21
F (-3.439, -4.654, 0.505)  -0.19
F (-1.892, -4.046, -1.148)  -0.08
F (0.857, 3.129, 2.079)  -0.33
F (-1.522, 2.343, 2.306)  -0.34
F (-1.897, 1.701, 0.055)  -0.23
F (-1.428, -5.993, 0.139)  -0.28
O (-2.114, -1.619, 0.510)  -0.05
O (-1.240, 4.870, 0.735)  -0.57
O (-8.692, -3.045, -0.643)  -0.55
O (-1.659, -3.940, 4.476)  -0.49
O (0.209, -5.773, 3.134)  -0.57
O (1.906, -1.512, 2.591)  0.58
O (-1.612, -0.729, -1.659)  -0.19
O (3.827, 0.386, 2.667)  0.13
O (-2.436, -5.975, 2.948)  -0.73
O (1.916, 2.267, -7.127)  -0.45
O (-0.860, -0.164, 3.039)  -0.59
O (-3.465, -2.454, 2.535)  -0.54
O (2.824, 0.132, 7.068)  -0.42
O (-4.255, 0.767, -3.658)  -0.48
O (-0.253, 6.794, 2.802)  -0.44
O (-0.475, -0.804, -6.899)  -0.54
O (-0.323, 5.594, -1.376)  -0.47
C (-2.290, 7.236, 4.000)  -0.98
C (0.977, -2.692, 2.557)  -2.84
C (-2.487, -2.534, 1.631)  -0.46
C (-1.307, -3.701, 1.420)  0.61
C (-1.271, -2.120, -3.748)  -0.61
C (-0.902, 1.546, 1.180)  1.04
C (0.934, -3.680, 0.200)  -0.38
C (0.543, 2.259, 0.884)  0.50
C (4.555, -1.691, -0.230)  -0.02
C (-0.642, -1.336, 0.647)  1.15
C (-1.952, -4.578, 0.227)  0.40
C (2.943, -1.891, -0.452)  0.86
C (-4.408, 1.584, -2.506)  0.22
C (-0.773, -0.044, 1.685)  -0.61
C (-7.328, -2.936, -0.265)  -0.11
C (2.543, -3.403, 0.128)  -1.26
C (2.750, -1.621, 3.812)  -0.41
C (-5.261, 0.873, -1.476)  -1.07
C (0.563, 3.276, -0.408)  0.75
C (-1.282, -0.573, -3.114)  0.39
C (-0.410, 4.587, -0.273)  0.18
C (3.837, -0.366, 3.932)  -0.30
C (-1.166, 7.818, 3.168)  -0.17
C (-0.628, 0.538, -7.335)  0.00
C (-1.995, 1.058, -6.939)  -0.77
C (2.523, 0.718, 9.380)  -1.09
C (0.045, -2.744, 1.184)  2.06
C (5.342, 1.738, 0.998)  -0.59
C (2.940, 1.194, 8.003)  -0.31
C (5.348, -1.278, -1.637)  -1.14
C (2.598, 2.649, -8.313)  -0.22
C (-0.317, -0.848, -0.909)  -0.42
C (4.084, 2.398, -8.159)  -1.09
C (4.959, 1.323, 2.565)  -0.54
C (-6.826, -4.270, 0.250)  -0.66
H (2.293, -1.059, 0.050)  -0.56
H (3.351, -2.648, 3.735)  0.23
H (-9.194, -3.314, 0.145)  0.30
H (5.961, 0.886, 0.450)  0.15
H (0.325, -2.544, 3.546)  0.56
H (-1.174, -1.332, -7.322)  0.30
H (2.276, 2.800, -6.398)  0.25
H (-0.746, 6.131, 2.288)  0.25
H (0.159, 1.140, -6.872)  0.03
H (-0.063, -6.533, 3.759)  0.36
H (4.878, -0.344, -2.171)  0.23
H (-4.804, -0.080, -1.191)  0.12
H (5.899, 0.855, 3.105)  0.32
H (-1.086, -4.271, 5.228)  0.32
H (-2.786, 0.445, -7.382)  0.34
H (-2.125, 1.009, -5.853)  0.01
H (-1.893, 6.759, 4.902)  0.25
H (2.968, -4.152, -0.700)  0.40
H (-0.230, -0.087, -3.293)  0.19
H (-2.127, 2.094, -7.264)  0.37
H (-6.754, -2.625, -1.143)  0.20
H (2.397, 3.707, -8.508)  0.27
H (-7.412, -4.596, 1.115)  0.37
H (4.737, 2.353, 3.124)  0.26
H (-2.826, 6.462, 3.440)  0.29
H (-1.171, 6.152, -1.300)  0.40
H (1.977, -1.629, 4.721)  0.12
H (-4.864, 2.532, -2.807)  0.37
H (1.487, 0.362, 9.369)  0.35
H (-5.774, -4.204, 0.541)  -0.05
H (0.806, -4.813, 0.554)  0.27
H (5.334, -2.213, -2.345)  0.37
H (1.632, -3.640, 2.735)  0.52
H (-5.384, 1.488, -0.580)  0.36
H (0.328, -1.602, -1.524)  0.26
H (6.487, -1.114, -1.324)  0.35
H (0.592, -3.682, -0.945)  0.10
H (4.829, -0.984, 0.669)  -0.24
H (-0.620, 8.575, 3.738)  0.28
H (4.389, 1.937, 0.333)  0.05
H (2.313, 2.026, 7.669)  0.28
H (-1.206, -2.136, -4.916)  0.25
H (-2.117, 0.104, -3.602)  -0.46
H (6.017, 2.700, 1.006)  0.35
H (-6.933, -5.043, -0.517)  0.30
H (2.749, -1.927, -1.629)  0.33
H (-2.262, -2.618, -3.340)  0.14
H (0.218, 0.191, -0.974)  -0.21
H (-3.413, 1.793, -2.102)  -0.14
H (-0.369, -2.740, -3.272)  0.11
H (-1.553, 8.285, 2.257)  0.23
H (-6.250, 0.642, -1.885)  0.47
H (1.894, -0.153, 7.060)  0.24
H (3.140, -3.682, 1.113)  0.27
H (4.986, -2.762, 0.057)  0.26
H (-3.000, 8.013, 4.294)  0.34
H (-5.143, 0.594, -4.014)  0.27
H (4.898, -0.841, 4.121)  0.38
H (2.610, 1.524, 10.114)  0.35
H (4.624, 2.683, -9.066)  0.34
H (4.487, 2.967, -7.315)  0.33
H (3.515, 0.267, 4.876)  0.06
H (-7.236, -2.160, 0.501)  0.23
H (3.981, 1.528, 8.013)  0.30
H (2.195, 2.062, -9.143)  0.28
H (3.146, -0.123, 9.701)  0.27
H (4.276, 1.340, -7.951)  0.28
H (-0.495, 0.572, -8.421)  0.29

Cartesian forces (eV/Å) of the 3 atoms listed first:
P -3.8 -5.5 2.7
F -4.3 -1.7 0.2
F -4.1 2.8 0.1

ΔE to the lowest compared entry with this formula, charge and spin: 404.7 kcal per mole
Kohn-Sham gap: 0.30762 Ha
2S+1: 1
SMILES string: CCCCC[C@@]1(COCCOCC)[C@](COCC)(C(=O)C(F)(F)C(F)(F)C(F)(F)C(=O)O)OC(=O)[C@]1(C(F)(F)F)P(=O)(O)O.CCO.CCO.CCO.CCO.CCO.CCO

---

Entry 7:
DFT (wB97M-V/def2-TZVPD) results for a cluster of 2 separate species, CH4N2O in total.

Each line ends with the Mulliken charge.
CARTESIAN COORDINATES (ANGSTROEM)
O (-2.450, 0.291, 0.082)  -0.49
N (-0.743, -0.495, -0.071)  0.47
N (-0.471, -1.677, 0.000)  -0.54
C (0.259, 0.533, 0.020)  -0.66
H (0.101, 1.129, 0.838)  0.29
H (-1.184, -2.311, 0.009)  0.27
H (0.172, 1.285, -0.781)  0.28
H (1.106, 0.010, -0.199)  0.38

Cartesian forces (eV/Å) of the 3 atoms listed first:
O 4.1 -2.1 -0.5
N -5.7 1.1 1.1
N 3.9 3.2 -0.3

ΔE to the lowest compared entry with this formula, charge and spin: 170.6 kcal per mole
Kohn-Sham gap (alpha / beta): 0.33487 / 0.33499 Ha
2S+1: 1

---

Entry 8:
DFT (wB97M-V/def2-TZVPD) results for a cluster of 3 separate species, C5H13IN in total.

Each line ends with the Mulliken charge.
CARTESIAN COORDINATES (ANGSTROEM)
I (-3.581, -0.828, -0.013)  -0.08
N (-0.220, 0.037, 1.272)  -0.14
C (-0.544, 1.296, 1.506)  0.23
C (1.977, -0.133, -1.585)  -1.06
C (-1.271, 2.049, 0.558)  -1.18
C (0.930, -1.865, -0.339)  -1.26
C (2.023, -1.088, -0.574)  0.31
H (-2.086, 2.641, 1.059)  0.32
H (2.542, -0.343, -2.569)  0.32
H (0.990, -0.124, -2.031)  0.26
H (0.007, -1.971, -0.944)  0.46
H (-4.950, -1.689, -0.144)  0.13
H (0.003, -0.730, 0.417)  0.16
H (2.522, 0.828, -1.476)  0.33
H (2.888, -1.216, 0.009)  0.38
H (0.326, -0.341, 2.093)  0.31
H (1.059, -2.694, 0.432)  0.35
H (-0.620, 2.811, 0.219)  0.38
H (-0.404, 1.737, 2.470)  0.42
H (-1.592, 1.623, -0.360)  0.34

Cartesian forces (eV/Å) of the 3 atoms listed first:
I -0.3 -0.2 0.0
N 1.7 0.7 2.5
C -0.4 -4.0 -1.3

total charge: +1
ΔE to the lowest compared entry with this formula, charge and spin: 63.4 kcal per mole
Kohn-Sham gap: 0.32737 Ha
2S+1: 1